(i)
Density functional theory data (the ωB97M-V functional and the def2-TZVPD basis) for a molecular structure, C2H6N4O2.

```
14
Properties=species:S:1:pos:R:3:lowdin_charge:R:1
C -0.26 -0.03 1.02 -0.600
C -0.88 1.49 -1.44 -0.533
N -1.25 0.32 1.71 0.114
N 0.55 -1.12 1.55 0.056
N 0.10 0.23 -0.27 -0.076
N 0.87 -0.67 -1.08 0.138
O -0.92 0.89 -2.40 0.125
O -1.39 2.30 -0.66 0.063
H -1.83 1.08 1.30 0.051
H 0.39 -1.15 2.55 0.075
H 1.57 -0.88 1.42 0.083
H 0.53 -1.66 -0.81 0.196
H 1.84 -0.41 -0.81 0.164
H 0.67 -0.39 -2.06 0.143
```

## Properties
* HOMO level: -8.6 eV
* spin multiplicity: 1

---

(ii)
Density functional theory data (the ωB97M-V functional and the def2-TZVPD basis) for a single C2H6N4O2 molecule.

```
14
Properties=species:S:1:pos:R:3:lowdin_charge:R:1
C -0.68 -0.02 0.00 -0.474
C 1.80 0.87 -0.02 -0.267
H -1.64 0.76 2.51 0.082
H -3.07 1.22 1.88 0.094
H -1.03 -2.11 -0.58 0.220
H 1.42 -1.35 -1.20 0.152
H -0.01 1.83 0.46 0.147
H 2.24 2.05 -0.17 0.195
N -2.01 1.14 1.55 -0.089
N -1.84 -0.10 0.64 -0.016
N -0.39 -1.18 -0.55 -0.038
N 0.37 0.90 0.08 0.095
O 0.44 -1.41 -1.74 -0.106
O 2.37 -0.20 -0.10 0.005
```

## Properties
* HOMO level: -8.5 eV
* spin multiplicity: 1
* structure (SMILES): N/N=C(/NO)NC=O

---

Short version: (i) is the most stable of them.

---

(i)
Density functional theory data (the ωB97M-V functional and the def2-TZVPD basis) for 2 unconnected molecules or ions with the total composition C3H6ClN.

```
11
Properties=species:S:1:pos:R:3:lowdin_charge:R:1
C -1.73 -0.69 0.20 -0.070
C -1.09 0.36 -0.27 -0.077
C 3.62 0.24 0.08 -0.753
N 2.87 -0.66 -0.34 0.033
Cl 5.31 0.01 0.06 0.618
H -1.27 -1.67 0.22 0.045
H -2.74 -0.63 0.58 0.045
H -1.54 1.34 -0.31 0.045
H -0.09 0.28 -0.66 0.019
H 3.34 1.22 0.49 0.071
H 1.87 -0.47 -0.31 0.023
```

## Properties
* HOMO level: -10.6 eV
* spin multiplicity: 1
* structure (SMILES): [H]/N=C/Cl.C=C

---

(ii)
Density functional theory data (the ωB97M-V functional and the def2-TZVPD basis) for 2 unconnected molecules or ions with the total composition C3H6ClN.

```
11
Properties=species:S:1:pos:R:3:lowdin_charge:R:1
C -1.29 -1.36 0.28 0.017
C -0.12 -0.81 0.53 -0.309
C 0.68 -0.21 -0.44 -0.578
N 0.30 2.08 0.12 0.034
Cl 2.40 -0.04 -0.18 0.598
H -1.63 -1.94 1.07 0.035
H -1.90 -1.14 -0.58 0.073
H 0.31 -1.09 1.55 0.133
H 0.35 0.07 -1.48 0.094
H 1.25 2.24 -0.22 -0.060
H -0.34 2.21 -0.64 -0.037
```

## Properties
* HOMO level (alpha / beta): -8.1 / -9.8 eV
* spin multiplicity: 1

---

Short version: (i) is the most stable of them.

---

(i)
Density functional theory data (the ωB97M-V functional and the def2-TZVPD basis) for 2 unconnected molecules or ions with the total composition C2H8NOS.

```
13
Properties=species:S:1:pos:R:3:lowdin_charge:R:1
C -1.23 -0.66 1.52 -0.686
S 0.51 -1.16 1.24 0.096
H -1.91 -1.21 0.87 -0.017
H -1.44 0.41 1.40 -0.007
H -1.43 -0.91 2.57 -0.032
N 0.22 0.00 -2.07 -0.009
C -0.34 1.16 -1.39 -0.431
O 0.44 1.73 -0.36 -0.145
H 0.10 -0.85 -1.55 0.004
H 1.18 0.29 -2.25 0.056
H -1.37 0.82 -1.12 0.097
H -0.57 1.95 -2.12 0.093
H 0.76 0.96 0.20 -0.019
```

## Properties
* charge: -1
* HOMO level: -2.7 eV
* spin multiplicity: 1

---

(ii)
Density functional theory data (the ωB97M-V functional and the def2-TZVPD basis) for 2 unconnected molecules or ions with the total composition C2H8NOS.

```
13
Properties=species:S:1:pos:R:3:lowdin_charge:R:1
C -1.56 -0.29 -0.40 -0.405
C -0.24 0.32 0.13 -0.761
S 1.29 -0.39 -0.59 0.146
N -2.03 -1.37 0.50 -0.050
H -1.46 -0.66 -1.41 0.067
H -2.31 0.51 -0.42 0.080
H -0.23 0.12 1.20 0.028
H -0.25 1.39 -0.05 0.022
H -1.18 -1.92 0.70 0.048
H -2.58 -2.02 -0.03 0.035
H 3.98 1.21 -0.44 -0.004
H 2.82 1.43 0.45 -0.051
O 3.76 1.67 0.38 -0.155
```

## Properties
* charge: -1
* HOMO level: -2.7 eV
* spin multiplicity: 1

---

Short version: (ii) is the most stable of them.

---

(i)
Density functional theory data (the ωB97M-V functional and the def2-TZVPD basis) for 2 unconnected molecules or ions with the total composition C11H15N.

```
27
Properties=species:S:1:pos:R:3:mulliken_spin:R:1
C 1.41 1.14 1.88 -0.049
C -0.29 -1.97 0.73 -0.228
C 0.51 -0.82 0.50 0.161
C 0.56 -0.07 1.70 -0.199
C -0.23 -0.74 2.65 0.619
C -0.86 -2.65 -0.34 0.259
C -0.37 -2.36 -1.65 0.168
C 0.99 -0.56 -0.81 0.319
C 0.57 -1.37 -1.88 -0.123
N -0.64 -1.95 2.06 -0.125
H -1.44 -2.41 2.46 -0.063
H -1.67 -3.38 -0.31 0.030
H -0.06 -0.69 3.71 0.107
H -0.65 -3.02 -2.46 0.025
H 1.71 0.23 -0.98 0.065
H 0.97 2.07 1.50 0.006
H 2.41 0.94 1.50 0.006
H 0.91 -1.15 -2.88 -0.004
H 1.46 1.35 2.95 0.010
C -0.07 2.60 -1.60 0.001
C -1.21 1.75 -1.03 0.003
H 0.50 3.03 -0.78 0.005
H 0.54 2.02 -2.28 -0.006
H -0.47 3.43 -2.18 0.000
H -2.17 1.88 -1.53 -0.003
H -1.06 0.68 -0.96 0.012
H -1.36 2.03 0.01 0.005
```

## Properties
* charge: -1
* <S²>: 0.77
* HOMO level (alpha / beta): 0.5 / -2.8 eV
* spin multiplicity: 2

---

(ii)
Density functional theory data (the ωB97M-V functional and the def2-TZVPD basis) for 2 unconnected molecules or ions with the total composition C11H15N.

```
27
Properties=species:S:1:pos:R:3:mulliken_spin:R:1
C -2.18 -0.04 2.71 0.014
C -1.62 0.01 0.28 0.083
C -2.58 0.21 1.34 -0.273
C -2.33 0.09 -0.98 0.080
C -3.83 0.31 0.78 0.401
C 0.41 -0.05 -1.05 -0.130
C -0.34 0.11 -2.25 0.195
C -0.19 -0.25 0.18 0.381
C -1.72 0.27 -2.20 0.224
N -3.64 0.38 -0.62 -0.053
H 1.46 0.11 -1.18 -0.044
H 0.12 0.26 -3.19 0.027
H 0.30 -0.34 1.16 0.056
H -2.45 0.46 -3.02 -0.002
H -2.96 0.52 3.25 0.012
H -1.19 0.26 2.99 0.008
H -4.75 0.49 1.24 0.037
H -4.25 0.84 -1.32 0.001
H -2.19 -1.09 2.96 -0.020
C 3.50 -0.31 0.03 0.002
C 4.98 -0.25 -0.23 0.000
H 3.06 -1.02 -0.71 0.005
H 3.28 -0.65 1.06 0.001
H 3.04 0.55 -0.31 -0.004
H 5.30 -1.32 -0.49 -0.001
H 5.53 0.06 0.68 0.000
H 5.25 0.39 -1.15 0.000
```

## Properties
* charge: -1
* <S²>: 0.77
* HOMO level (alpha / beta): 0.7 / -2.9 eV
* spin multiplicity: 2

---

Short version: (i) is the most stable of them.

---

(i)
Density functional theory data (the ωB97M-V functional and the def2-TZVPD basis) for 9 unconnected molecules or ions with the total composition C13H44O9.

```
66
Properties=species:S:1:pos:R:3:lowdin_charge:R:1
C -10.85 11.85 -19.88 -0.165
O -11.11 10.61 -19.29 -0.120
H -11.18 11.88 -20.93 0.068
H -11.31 12.73 -19.42 0.071
H -9.78 12.07 -20.01 0.069
H -11.30 9.94 -19.95 0.032
C -14.89 10.60 -21.28 -0.175
O -15.47 11.85 -21.07 -0.110
H -15.31 9.82 -20.65 0.075
H -15.08 10.22 -22.30 0.079
H -13.80 10.62 -21.20 0.058
H -15.40 12.43 -21.83 0.026
C -12.52 8.58 -23.01 -0.159
O -11.84 9.19 -21.93 -0.147
H -12.94 9.39 -23.61 0.077
H -11.89 8.14 -23.79 0.077
H -13.21 7.78 -22.74 0.088
H -11.46 8.45 -21.42 0.036
C -13.25 8.17 -18.47 -0.136
O -12.69 6.90 -18.76 -0.125
H -14.17 8.06 -17.88 0.084
H -12.51 8.81 -17.99 0.075
H -13.61 8.59 -19.40 0.063
H -12.30 6.46 -18.01 0.082
C -7.68 10.70 -18.49 -0.164
O -7.23 9.55 -17.78 -0.127
H -8.52 10.50 -19.16 0.036
H -7.94 11.52 -17.81 0.070
H -6.81 11.01 -19.06 0.089
H -8.01 9.21 -17.33 0.069
C -8.76 7.94 -19.89 -0.079
C -9.04 6.67 -20.75 -0.230
O -10.47 6.70 -21.02 -0.121
H -9.31 8.73 -20.42 0.060
H -7.69 8.14 -19.96 0.079
H -9.14 7.97 -18.87 0.074
H -8.82 5.75 -20.21 0.107
H -8.57 6.74 -21.73 0.113
H -10.91 6.75 -20.16 0.046
C -12.76 14.12 -22.86 -0.084
C -14.22 14.45 -22.56 -0.283
O -15.00 13.57 -23.40 -0.098
H -12.48 14.20 -23.90 0.075
H -12.56 13.10 -22.54 0.058
H -12.11 14.70 -22.19 0.076
H -14.46 15.48 -22.85 0.109
H -14.39 14.40 -21.49 0.111
H -15.12 14.02 -24.23 0.088
C -9.01 14.55 -17.91 -0.089
C -8.77 15.78 -17.05 -0.304
O -8.49 16.93 -17.87 -0.081
H -8.07 14.07 -18.18 0.065
H -9.71 14.75 -18.72 0.071
H -9.43 13.73 -17.31 0.058
H -7.98 15.58 -16.32 0.111
H -9.63 16.07 -16.45 0.090
H -7.55 17.09 -17.87 0.077
C -12.40 13.46 -16.06 -0.092
C -12.27 14.55 -15.01 -0.296
O -12.30 13.79 -13.79 -0.107
H -13.31 12.90 -15.82 0.078
H -11.60 12.72 -16.04 0.070
H -12.48 13.85 -17.08 0.069
H -13.17 15.18 -15.02 0.108
H -11.39 15.18 -14.96 0.096
H -12.05 14.30 -13.02 0.076
```

## Properties
* HOMO level: -9.7 eV
* spin multiplicity: 1
* structure (SMILES): CCO.CCO.CCO.CCO.CO.CO.CO.CO.CO

---

(ii)
Density functional theory data (the ωB97M-V functional and the def2-TZVPD basis) for 9 unconnected molecules or ions with the total composition C13H44O9.

```
66
Properties=species:S:1:pos:R:3:lowdin_charge:R:1
C 1.56 1.10 -3.23 -0.158
O 2.07 0.29 -2.19 -0.131
H 2.02 0.88 -4.19 0.073
H 0.58 0.70 -3.46 0.073
H 1.59 2.15 -2.97 0.083
H 2.85 0.78 -1.92 0.057
C -0.39 -5.50 -0.15 -0.151
O -0.88 -4.40 -0.91 -0.126
H 0.12 -6.23 -0.77 0.083
H 0.25 -5.13 0.65 0.054
H -1.25 -5.94 0.36 0.081
H -0.18 -4.15 -1.51 0.062
C -0.41 -0.81 -0.20 -0.123
O -0.89 -0.31 1.04 -0.157
H -0.36 0.00 -0.94 0.069
H 0.58 -1.25 -0.13 0.062
H -1.08 -1.61 -0.56 0.079
H -1.82 -0.02 0.90 0.052
C 3.11 0.29 1.21 -0.126
O 3.26 1.62 1.67 -0.118
H 3.34 0.25 0.13 0.067
H 3.68 -0.43 1.79 0.085
H 2.05 0.03 1.29 0.070
H 4.20 1.78 1.73 0.085
C -0.12 -2.83 3.10 -0.151
O 0.00 -1.43 3.33 -0.152
H 0.58 -3.13 2.31 0.051
H 0.14 -3.42 3.98 0.076
H -1.16 -2.96 2.82 0.082
H -0.53 -0.91 2.71 0.029
C -0.37 2.84 1.48 -0.084
C 0.55 4.01 1.20 -0.316
O 1.64 3.68 0.34 -0.099
H -0.82 2.42 0.59 0.044
H -1.16 3.12 2.19 0.080
H 0.15 2.00 1.98 0.075
H 0.99 4.43 2.12 0.110
H -0.02 4.84 0.82 0.094
H 2.21 2.98 0.71 0.040
C 3.62 -4.12 1.21 -0.077
C 2.82 -3.49 0.10 -0.314
O 3.23 -4.07 -1.16 -0.081
H 4.68 -3.95 1.07 0.082
H 3.45 -5.19 1.32 0.077
H 3.36 -3.73 2.18 0.068
H 2.97 -2.41 0.08 0.094
H 1.73 -3.54 0.13 0.072
H 2.87 -3.56 -1.88 0.073
C -1.26 3.50 -2.13 -0.073
C -2.45 4.40 -2.47 -0.307
O -3.28 4.61 -1.33 -0.089
H -0.58 3.93 -1.39 0.065
H -0.80 3.23 -3.09 0.072
H -1.65 2.59 -1.67 0.055
H -3.10 3.96 -3.21 0.104
H -2.09 5.34 -2.91 0.111
H -3.07 5.45 -0.90 0.081
C -3.95 0.22 -0.97 -0.069
C -4.33 1.19 0.13 -0.308
O -3.48 0.93 1.22 -0.081
H -4.58 0.40 -1.84 0.080
H -4.03 -0.84 -0.69 0.086
H -2.90 0.42 -1.22 0.057
H -5.38 1.09 0.41 0.109
H -4.28 2.23 -0.18 0.099
H -3.59 1.65 1.84 0.093
```

## Properties
* HOMO level: -9.4 eV
* spin multiplicity: 1
* structure (SMILES): CCO.CCO.CCO.CCO.CO.CO.CO.CO.CO

---

Short version: (ii) is the most stable of them.